[1]
{
  "formula": "C21H48F6NNiO27S9",
  "method": "ωB97M-V with the def2-TZVPD basis set",
  "species": ["Ni", "S", "S", "S", "S", "S", "S", "S", "S", "S", "F", "F", "F", "F", "F", "F", "O", "O", "O", "O", "O", "O", "O", "O", "O", "O", "O", "O", "O", "O", "O", "O", "O", "O", "O", "O", "O", "O", "O", "O", "O", "O", "O", "N", "C", "C", "C", "C", "C", "C", "C", "C", "C", "C", "C", "C", "C", "C", "C", "C", "C", "C", "C", "C", "C", "H", "H", "H", "H", "H", "H", "H", "H", "H", "H", "H", "H", "H", "H", "H", "H", "H", "H", "H", "H", "H", "H", "H", "H", "H", "H", "H", "H", "H", "H", "H", "H", "H", "H", "H", "H", "H", "H", "H", "H", "H", "H", "H", "H", "H", "H", "H", "H"],
  "coordinates": [[-31.376, -15.654, -4.683], [-29.888, -16.511, -7.551], [-32.477, -14.818, -1.531], [-33.817, -18.788, -11.171], [-33.875, -14.540, -6.956], [-31.106, -18.537, -3.306], [-28.131, -15.458, -3.419], [-32.846, -24.282, -3.921], [-32.936, -18.456, -5.315], [-34.278, -23.108, 0.511], [-28.960, -20.102, -3.226], [-28.767, -18.323, -4.431], [-35.547, -18.322, -4.969], [-29.912, -19.997, -5.138], [-34.513, -16.957, -3.705], [-34.478, -19.088, -3.252], [-35.348, -23.350, -0.695], [-33.888, -18.356, -9.596], [-32.491, -25.466, -4.667], [-33.329, -16.026, -0.963], [-32.811, -19.888, -5.406], [-34.190, -23.789, -3.874], [-30.477, -17.993, -7.432], [-30.641, -17.594, -2.304], [-33.063, -23.782, 0.158], [-32.306, -24.395, -2.408], [-30.302, -15.953, -8.803], [-35.028, -17.801, -11.598], [-33.393, -17.813, -6.521], [-27.879, -16.448, -2.192], [-30.220, -15.800, -6.326], [-34.101, -21.543, 0.215], [-34.934, -23.314, 1.774], [-29.563, -15.482, -3.663], [-33.437, -12.983, -7.049], [-34.312, -20.121, -11.276], [-27.270, -15.765, -4.527], [-32.567, -18.397, -11.753], [-33.101, -13.576, -1.191], [-31.813, -19.661, -2.749], [-32.201, -15.112, -2.935], [-32.933, -15.146, -6.052], [-35.290, -14.634, -6.660], [-31.748, -17.608, -4.561], [-33.472, -15.089, -8.606], [-31.827, -22.896, -4.441], [-29.579, -19.317, -4.061], [-30.639, -18.688, -8.714], [-34.723, -15.807, -0.615], [-31.527, -26.384, -1.342], [-35.287, -17.106, -0.074], [-35.927, -17.672, -10.504], [-27.598, -13.913, -2.689], [-30.993, -15.092, -0.534], [-28.093, -16.766, -7.649], [-35.229, -18.158, -9.225], [-34.467, -18.182, -4.217], [-34.210, -21.358, -1.195], [-30.829, -20.153, -8.406], [-26.757, -17.360, -2.163], [-34.090, -12.200, -8.065], [-26.985, -18.301, -1.007], [-35.402, -22.238, -1.588], [-32.724, -25.539, -1.640], [-34.250, -10.790, -7.507], [-33.310, -21.714, -1.709], [-27.936, -16.905, -8.716], [-33.585, -16.170, -8.668], [-27.983, -13.873, -1.674], [-31.542, -18.284, -9.171], [-33.593, -26.071, -2.036], [-34.709, -10.137, -8.252], [-35.122, -12.468, -8.300], [-34.519, -17.632, 0.501], [-36.380, -21.788, -1.412], [-32.020, -22.145, -3.675], [-29.816, -18.488, -9.400], [-30.361, -15.872, -0.955], [-35.275, -22.542, -2.626], [-28.015, -18.634, -0.908], [-34.065, -14.592, -9.372], [-31.740, -20.359, -7.847], [-34.793, -14.894, -0.024], [-30.968, -20.676, -9.355], [-36.129, -16.925, 0.587], [-33.150, -25.206, -0.688], [-27.727, -17.620, -7.088], [-33.278, -10.348, -7.286], [-31.738, -27.173, -0.615], [-26.511, -13.953, -2.675], [-29.948, -20.570, -7.921], [-36.818, -18.269, -10.727], [-26.701, -17.801, -0.077], [-30.460, -14.143, -0.462], [-35.707, -19.071, -8.865], [-31.289, -15.341, 0.482], [-26.736, -17.913, -3.107], [-25.834, -16.777, -2.170], [-26.302, -19.147, -1.083], [-30.762, -23.098, -4.508], [-35.501, -17.794, -0.888], [-35.258, -15.555, -1.536], [-30.841, -25.827, -0.694], [-35.285, -17.445, -8.402], [-34.904, -10.825, -6.639], [-36.383, -16.680, -10.492], [-27.641, -15.836, -7.313], [-32.437, -14.830, -8.830], [-34.166, -20.308, -1.459], [-31.023, -26.699, -2.252], [-33.463, -12.209, -8.956], [-32.241, -22.531, -5.377], [-27.925, -13.123, -3.360]],
  "lowdin_charge": [0.74, 0.67, 0.67, 0.66, 0.67, 0.69, 0.65, 0.62, 0.64, 0.69, 0.20, 0.12, 0.17, 0.16, 0.14, 0.13, -0.18, -0.24, -0.27, -0.26, -0.25, -0.28, -0.27, -0.29, -0.25, -0.26, -0.24, -0.18, -0.28, -0.27, -0.32, -0.18, -0.21, -0.33, -0.24, -0.20, -0.25, -0.21, -0.23, -0.25, -0.33, -0.32, -0.24, -0.31, -0.08, -0.11, -0.68, -0.22, -0.23, -0.06, -0.04, -0.17, -0.07, -0.07, -0.06, -0.19, -0.65, -0.17, -0.04, -0.24, -0.28, -0.04, -0.15, -0.30, -0.06, 0.11, 0.07, 0.05, 0.07, 0.09, 0.13, 0.09, 0.12, 0.09, 0.13, 0.04, 0.13, 0.04, 0.10, 0.08, 0.08, 0.08, 0.12, 0.10, 0.09, 0.07, 0.08, 0.08, 0.09, 0.08, 0.08, 0.13, 0.09, 0.07, 0.14, 0.09, 0.11, 0.13, 0.09, 0.08, 0.07, 0.12, 0.08, 0.11, 0.09, 0.13, 0.07, 0.07, 0.10, 0.08, 0.12, 0.06, 0.08],
  "homo_ev": [-11.467, -11.467],
  "e_lumo_ev": [-2.361, -4.150],
  "spin_multiplicity": 3,
  "charge": 1,
  "s2": 2.003
}

[2]
{
  "formula": "C21H48N2O3",
  "method": "ωB97M-V with the def2-TZVPD basis set",
  "species": ["O", "O", "O", "N", "N", "C", "C", "C", "C", "C", "C", "C", "C", "C", "C", "C", "C", "C", "C", "C", "C", "C", "C", "C", "C", "C", "H", "H", "H", "H", "H", "H", "H", "H", "H", "H", "H", "H", "H", "H", "H", "H", "H", "H", "H", "H", "H", "H", "H", "H", "H", "H", "H", "H", "H", "H", "H", "H", "H", "H", "H", "H", "H", "H", "H", "H", "H", "H", "H", "H", "H", "H", "H", "H"],
  "coordinates": [[-1.874, 1.146, -1.152], [-7.703, 4.605, -4.174], [4.521, 4.613, -3.377], [-4.391, -3.780, 1.742], [3.973, -0.829, 1.882], [5.003, 0.061, 1.403], [-0.629, 2.155, 0.555], [4.215, -2.261, 1.547], [4.541, -0.878, 4.289], [-3.788, -3.892, -0.707], [3.872, -2.527, 0.089], [5.574, 4.091, -3.426], [6.854, 4.849, -3.001], [-6.070, 4.875, -2.446], [-6.570, 4.943, -3.844], [-3.126, -3.305, 2.331], [-4.616, -5.257, 1.920], [3.466, -0.569, 3.200], [0.359, 1.764, -1.888], [-6.100, -5.637, 1.841], [5.716, 2.749, -4.027], [-5.612, 5.223, -4.952], [-3.133, -3.214, 3.861], [4.723, 1.523, 1.565], [-0.777, 1.536, -0.835], [-4.608, -3.264, 0.394], [-6.446, -5.465, 0.822], [4.696, 2.400, -4.187], [-4.028, -5.840, 1.210], [-5.270, 5.593, -2.265], [0.226, 0.988, -2.642], [-2.282, -3.925, 2.028], [4.027, -3.578, -0.153], [2.710, -1.336, 3.370], [-4.594, 5.277, -4.565], [4.177, -0.368, 5.181], [5.552, 2.135, 1.212], [-5.591, 4.399, -5.665], [-4.602, -2.174, 0.379], [-2.758, -3.888, -0.352], [6.327, 2.677, -4.927], [0.131, 1.626, 1.131], [6.230, 2.083, -3.334], [-4.193, -4.899, -0.815], [-6.656, -5.039, 2.563], [3.493, -2.841, 2.121], [-2.392, -2.586, 4.354], [-3.178, -4.199, 4.327], [7.355, 4.297, -2.205], [-2.993, -2.332, 1.858], [-1.592, 2.160, 1.068], [-5.657, -3.484, 0.196], [4.624, 1.745, 2.627], [1.333, 1.638, -1.414], [-5.744, 3.863, -2.205], [4.505, -2.058, -0.664], [-0.362, 3.198, 0.385], [-4.072, -2.748, 4.159], [6.560, 5.872, -2.765], [5.538, -0.519, 4.032], [-6.968, 5.115, -1.876], [-5.876, 6.183, -5.395], [5.285, -0.160, 0.374], [4.508, -1.957, 4.438], [5.937, 0.002, 1.962], [-4.256, -5.649, 2.871], [2.862, -2.183, -0.139], [7.469, 4.948, -3.895], [-3.942, -3.317, -1.620], [3.010, 0.417, 3.289], [5.236, -2.594, 1.732], [0.388, 2.700, -2.445], [-6.329, -6.697, 1.956], [3.781, 1.800, 1.091]],
  "lowdin_charge": [0.05, 0.05, 0.09, -0.18, -0.20, -0.29, -0.03, -0.23, -0.07, -0.08, -0.10, -0.54, -0.01, -0.02, -0.51, -0.26, -0.24, -0.25, -0.02, -0.09, -0.03, -0.03, -0.09, -0.10, -0.46, -0.28, 0.06, 0.09, 0.10, 0.08, 0.07, 0.10, 0.07, 0.10, 0.07, 0.07, 0.08, 0.09, 0.11, 0.07, 0.09, 0.07, 0.08, 0.07, 0.08, 0.11, 0.07, 0.06, 0.08, 0.11, 0.08, 0.10, 0.07, 0.06, 0.10, 0.06, 0.08, 0.07, 0.08, 0.06, 0.09, 0.09, 0.11, 0.07, 0.10, 0.10, 0.08, 0.08, 0.08, 0.10, 0.11, 0.08, 0.07, 0.07],
  "homo_ev": -8.103,
  "e_lumo_ev": 0.388
}

[3]
{
  "formula": "C21H48NbO6",
  "method": "ωB97M-V with the def2-TZVPD basis set",
  "species": ["Nb", "O", "O", "O", "O", "O", "O", "C", "C", "C", "C", "C", "C", "C", "C", "C", "C", "C", "C", "C", "C", "C", "C", "C", "C", "C", "C", "C", "H", "H", "H", "H", "H", "H", "H", "H", "H", "H", "H", "H", "H", "H", "H", "H", "H", "H", "H", "H", "H", "H", "H", "H", "H", "H", "H", "H", "H", "H", "H", "H", "H", "H", "H", "H", "H", "H", "H", "H", "H", "H", "H", "H", "H", "H", "H", "H"],
  "coordinates": [[-0.001, 1.186, -3.284], [1.606, -0.243, -8.463], [2.836, -2.131, 0.047], [-2.787, 3.119, 2.505], [0.562, 0.880, -1.488], [-0.098, -3.742, 3.733], [0.860, 0.836, 4.827], [-4.977, 3.946, 2.765], [2.981, -2.041, -9.106], [-0.720, -2.680, 4.458], [-3.676, 2.132, 1.980], [-5.036, 2.421, 2.610], [1.118, 3.178, 4.958], [1.326, 1.859, 5.698], [3.760, -0.648, 1.640], [0.112, 1.411, 3.747], [0.772, -1.194, -9.103], [1.702, -2.060, -9.954], [-2.398, -4.253, 3.886], [-3.514, 4.149, 3.156], [2.459, -1.238, 2.190], [-0.057, 1.034, -5.467], [2.971, -0.604, -8.580], [-0.129, 2.865, 4.123], [-1.085, -4.617, 3.198], [-2.206, -2.750, 4.116], [4.082, -1.653, 0.531], [1.775, -1.738, 0.927], [2.674, -2.070, 2.863], [1.882, -1.592, -10.924], [1.968, 3.382, 4.303], [-0.263, -1.732, 4.173], [4.632, -1.218, -0.305], [0.020, -0.658, -9.684], [1.422, 0.439, -1.405], [-2.488, -4.774, 4.841], [1.128, -2.598, 1.106], [-2.408, -2.199, 3.196], [-0.813, 0.846, 3.621], [1.660, 1.967, -3.659], [0.690, 1.334, 2.822], [1.305, -3.060, -10.124], [0.254, -1.796, -8.348], [-5.668, 4.340, 3.510], [2.892, -2.746, -8.279], [-2.835, -2.342, 4.906], [3.579, 0.342, 1.217], [-1.856, 1.070, -3.098], [4.669, -2.490, 0.932], [3.886, -2.278, -9.665], [0.751, 1.839, 6.632], [-0.549, -2.837, 5.529], [-5.187, 4.430, 1.811], [-1.157, -4.473, 2.115], [0.806, 0.520, -5.885], [-5.118, 1.943, 3.588], [1.184, -0.949, 0.453], [-0.578, 2.971, -3.294], [0.268, -0.661, -3.561], [4.556, -0.567, 2.379], [3.476, 0.074, -9.280], [-0.051, 2.043, -5.882], [-3.387, 4.066, 4.243], [-0.770, -5.645, 3.386], [-0.265, 3.494, 3.247], [-1.028, 2.945, 4.738], [3.440, -0.498, -7.601], [-3.268, -4.496, 3.279], [0.995, 4.024, 5.633], [-5.862, 2.077, 1.989], [2.371, 1.655, 5.938], [-3.713, 2.219, 0.891], [-3.277, 1.148, 2.227], [-0.948, 0.495, -5.797], [1.851, -0.519, 2.734], [-3.110, 5.112, 2.838]],
  "lowdin_charge": [0.86, -0.14, -0.14, -0.16, -0.58, -0.15, -0.16, -0.17, -0.17, -0.20, -0.19, -0.17, -0.16, -0.21, -0.16, -0.20, -0.21, -0.17, -0.17, -0.22, -0.16, -0.49, -0.21, -0.17, -0.21, -0.17, -0.22, -0.18, 0.12, 0.11, 0.11, 0.10, 0.11, 0.12, -0.04, 0.11, 0.11, 0.11, 0.11, -0.12, 0.11, 0.10, 0.12, 0.11, 0.11, 0.11, 0.11, -0.16, 0.11, 0.10, 0.11, 0.12, 0.11, 0.12, -0.06, 0.11, 0.10, -0.18, -0.12, 0.11, 0.11, -0.04, 0.11, 0.11, 0.11, 0.11, 0.12, 0.11, 0.11, 0.11, 0.11, 0.13, 0.11, -0.04, 0.08, 0.12],
  "homo_ev": -3.900,
  "e_lumo_ev": 2.322,
  "charge": -1
}

[4]
{
  "formula": "C21H48O9PS",
  "method": "ωB97M-V with the def2-TZVPD basis set",
  "species": ["S", "P", "O", "O", "O", "O", "O", "O", "O", "O", "O", "C", "C", "C", "C", "C", "C", "C", "C", "C", "C", "C", "C", "C", "C", "C", "C", "C", "C", "C", "C", "C", "H", "H", "H", "H", "H", "H", "H", "H", "H", "H", "H", "H", "H", "H", "H", "H", "H", "H", "H", "H", "H", "H", "H", "H", "H", "H", "H", "H", "H", "H", "H", "H", "H", "H", "H", "H", "H", "H", "H", "H", "H", "H", "H", "H", "H", "H", "H", "H"],
  "coordinates": [[1.114, 9.808, 1.169], [1.970, 11.400, 0.100], [2.885, -8.541, -3.002], [0.024, -7.474, -2.319], [-1.201, 3.081, 0.154], [-0.023, 5.974, -0.172], [-2.753, 5.240, -1.310], [-1.815, -4.530, 3.884], [0.638, -2.968, 2.746], [2.500, -5.957, -1.420], [-2.159, -1.749, 2.705], [1.290, 11.430, -1.625], [0.808, 13.937, -2.379], [0.271, -6.092, -2.522], [-1.853, 4.283, -1.859], [-2.444, 5.820, -0.053], [-2.765, -4.158, 2.899], [3.716, -8.518, -4.145], [0.927, 6.568, -1.025], [-2.367, -4.714, 5.172], [-1.787, 2.953, -1.132], [-2.274, -3.004, 2.043], [1.375, -3.011, 1.540], [0.286, -1.661, 3.163], [-1.916, 2.413, 1.179], [1.089, 12.826, -2.059], [1.756, -5.786, -2.620], [-1.221, 6.720, -0.032], [-1.138, -1.606, 3.687], [-0.921, -7.744, -1.303], [3.546, -8.184, -1.799], [2.685, -7.282, -0.933], [1.849, -4.724, -2.864], [0.339, 10.884, -1.669], [-1.350, -3.255, 1.523], [0.403, -0.936, 2.350], [-0.117, 10.305, 1.475], [1.801, 12.629, 0.764], [-1.290, -0.608, 4.109], [-0.167, -5.491, -1.717], [-2.388, 5.058, 0.725], [-0.861, 4.715, -1.994], [-3.722, -3.885, 3.356], [-2.794, 2.528, -1.067], [3.339, 11.082, -0.048], [4.283, -9.450, -4.225], [-3.308, 6.444, 0.193], [-1.939, -7.628, -1.689], [3.074, -8.420, -5.021], [-3.022, -2.844, 1.260], [0.455, 7.018, -1.906], [-0.207, -5.809, -3.467], [-1.287, -2.308, 4.507], [-2.925, -5.029, 2.251], [0.242, 14.807, -2.645], [2.222, -6.323, -3.446], [0.999, -2.289, 0.808], [-1.556, -4.640, 5.897], [-2.826, -5.705, 5.253], [2.437, -2.830, 1.736], [-2.997, 2.544, 1.069], [4.503, -7.691, -1.999], [-0.775, -7.096, -0.433], [0.967, -1.382, 3.978], [-1.314, 7.481, -0.816], [1.505, 7.321, -0.478], [1.984, 10.905, -2.295], [1.604, 5.787, -1.371], [3.743, -9.112, -1.245], [4.400, -7.664, -4.130], [3.202, -7.162, 0.023], [-1.159, 2.268, -1.714], [1.262, -4.009, 1.114], [-2.230, 4.082, -2.865], [-1.618, 2.848, 2.133], [1.728, -7.749, -0.703], [-3.105, -3.941, 5.409], [-0.780, -8.776, -0.982], [-1.178, 7.228, 0.944], [-1.667, 1.347, 1.181]],
  "lowdin_charge": [0.51, 0.73, -0.20, -0.20, -0.20, -0.19, -0.11, -0.20, -0.20, -0.13, -0.13, -0.36, 0.14, -0.19, -0.18, -0.18, -0.19, -0.11, -0.12, -0.11, -0.19, -0.18, -0.10, -0.20, -0.10, -0.21, -0.18, -0.20, -0.18, -0.11, -0.19, -0.18, 0.13, 0.10, 0.11, 0.12, -0.11, 0.03, 0.12, 0.12, 0.12, 0.11, 0.12, 0.13, 0.03, 0.09, 0.13, 0.09, 0.09, 0.13, 0.09, 0.13, 0.11, 0.13, 0.06, 0.11, 0.09, 0.09, 0.09, 0.09, 0.09, 0.12, 0.08, 0.13, 0.12, 0.04, 0.11, 0.10, 0.13, 0.09, 0.13, 0.13, 0.08, 0.13, 0.09, 0.11, 0.09, 0.09, 0.11, 0.09],
  "homo_ev": -9.927,
  "e_lumo_ev": -4.211,
  "charge": 1
}

no.,strongest force on any atom (eV/Å)
1,3.2
2,3.2
3,1.3
4,1.6